No. 1
{"formula": "C3H3B3INO8S2", "method": "the ωB97M-V functional and the def2-TZVPD basis", "total_charge": -2, "species": ["O", "C", "I", "C", "B", "O", "B", "O", "B", "N", "C", "S", "O", "H", "H", "H", "O", "S", "O", "O", "O"], "xyz": [[-1.82744, 1.46117, 0.27574], [-2.12152, 0.31916, 0.10902], [-3.24537, -0.72196, 1.58893], [-1.72330, -0.43258, -1.12482], [-0.17491, -0.19035, -1.35110], [0.71501, -1.06242, -0.81159], [1.68793, -0.34488, -0.11432], [2.32571, 0.63984, -0.93091], [1.34581, 1.47681, -1.36774], [1.43542, 2.92479, -1.06117], [0.45588, 3.61491, -1.24922], [-0.77994, 4.54234, -1.41845], [0.29695, 0.92079, -2.06602], [-2.28161, -0.03623, -1.96330], [-1.87083, -1.49031, -0.98652], [1.85970, -0.42221, 1.04944], [2.12444, -2.44508, 1.78855], [0.74313, -2.20817, 2.30429], [0.48650, -0.72872, 2.38043], [0.58663, -2.81122, 3.65494], [-0.24427, -2.81108, 1.35842]], "atomic_forces_ev_per_a": [[-0.174, 0.157, 0.188], [0.405, 0.471, -0.107], [-0.037, -0.155, 0.048], [0.443, -0.348, -0.056], [0.000, -1.089, -0.390], [-0.451, 0.775, 0.285], [0.949, -0.826, 0.108], [-0.164, 0.953, 0.598], [1.518, -0.533, -0.383], [-1.326, 0.191, -0.887], [1.213, -0.503, 0.486], [-0.476, 0.493, -0.147], [-0.918, 0.928, 0.517], [-0.383, 0.118, -0.156], [-0.209, -0.385, -0.007], [0.433, 0.218, -0.610], [-0.022, 0.002, 0.061], [-0.589, -0.626, 0.395], [-0.275, -0.098, 0.197], [0.120, 0.162, -0.240], [-0.058, 0.096, 0.101]]}

---

No. 2
{"formula": "C40H67NO21", "method": "the ωB97M-V functional and the def2-TZVPD basis", "total_charge": 0, "species": ["H", "N", "C", "C", "C", "C", "C", "C", "O", "C", "O", "C", "C", "C", "C", "C", "C", "C", "C", "C", "O", "H", "H", "H", "H", "H", "H", "H", "H", "H", "H", "H", "H", "H", "H", "H", "H", "H", "H", "C", "C", "O", "C", "O", "O", "C", "H", "H", "H", "H", "H", "H", "H", "H", "C", "C", "O", "C", "O", "O", "C", "H", "H", "H", "H", "H", "H", "H", "H", "C", "C", "O", "C", "O", "O", "C", "H", "H", "H", "H", "H", "H", "H", "H", "C", "C", "O", "C", "O", "O", "C", "H", "H", "H", "H", "H", "H", "H", "H", "C", "C", "O", "C", "O", "O", "C", "H", "H", "H", "H", "H", "H", "H", "H", "C", "C", "O", "C", "O", "O", "C", "H", "H", "H", "H", "H", "H", "H", "H"], "xyz": [[-2.07336, 2.62154, -1.54285], [-1.86966, 1.62103, -1.68579], [-0.73384, 1.59664, -2.34370], [-0.04085, 0.19867, -2.74997], [0.74439, -0.48536, -1.56620], [1.88024, -1.26474, -1.79520], [2.55269, -1.53391, -3.19033], [2.61489, -3.08027, -3.61846], [1.67706, -3.34961, -4.69779], [2.59278, -1.96130, -0.55097], [3.80424, -2.16740, -0.53783], [1.64263, -2.39417, 0.64872], [2.07492, -3.67629, 1.44933], [0.51899, -1.62948, 0.90404], [-0.51415, -1.98767, 2.03041], [-0.77590, -0.79910, 3.08912], [-2.10491, 0.04105, 2.78475], [-1.86341, 1.59845, 2.93159], [-1.45799, 2.73739, 2.71696], [0.32846, -0.35389, -0.03303], [-0.09066, 0.67429, 0.47471], [-0.24876, 2.59388, -2.56843], [-0.87400, -0.49239, -3.11774], [0.59203, 0.41822, -3.66169], [3.64161, -1.19060, -3.12377], [2.10261, -0.97253, -4.05765], [2.46302, -3.77354, -2.74001], [3.63829, -3.23934, -4.09327], [0.76228, -3.20262, -4.38773], [2.97353, -3.39411, 2.08489], [2.45759, -4.47943, 0.73210], [1.25892, -4.16311, 2.05116], [-1.53316, -2.19069, 1.55001], [-0.25755, -2.90020, 2.63735], [0.09318, -0.07917, 2.98368], [-0.76888, -1.18107, 4.16165], [-2.94938, -0.23276, 3.49848], [-2.40580, -0.21263, 1.71450], [-1.11128, 3.73635, 2.33638], [-4.12668, -0.20530, 9.20282], [-4.68551, 0.92990, 8.36558], [-3.83126, 2.07975, 8.40801], [-2.70023, 1.99480, 7.69173], [-2.35015, 1.05612, 7.02437], [-2.01197, 3.13369, 7.86622], [-0.72669, 3.12742, 7.24235], [-3.94400, 0.13102, 10.22616], [-4.82368, -1.04448, 9.22130], [-3.17403, -0.55851, 8.80741], [-5.64706, 1.24318, 8.77647], [-4.85859, 0.62589, 7.33052], [-0.80579, 2.89477, 6.17912], [-0.07232, 2.41537, 7.74610], [-0.30147, 4.12523, 7.34716], [-4.76903, 0.85026, -5.11488], [-3.30513, 0.74733, -5.49838], [-2.94574, -0.60152, -5.80824], [-3.36572, -1.08643, -6.98358], [-4.01124, -0.49553, -7.81039], [-2.95266, -2.36194, -7.07313], [-3.42732, -3.03802, -8.23832], [-4.99657, 0.16381, -4.29605], [-5.01202, 1.86810, -4.80647], [-5.41759, 0.57958, -5.94855], [-2.68501, 1.04086, -4.64909], [-3.05426, 1.40901, -6.33157], [-3.16267, -2.49301, -9.14567], [-4.50654, -3.17837, -8.17323], [-2.95040, -4.01715, -8.27206], [7.30150, -0.83322, -3.49381], [6.48919, 0.37367, -3.92451], [7.15124, 1.10270, -4.96513], [7.11984, 0.53947, -6.18045], [6.58715, -0.50244, -6.46767], [7.80515, 1.32964, -7.02289], [7.94382, 0.78426, -8.33475], [8.30951, -0.52878, -3.20264], [6.82196, -1.33505, -2.65159], [7.40692, -1.55159, -4.30724], [6.38589, 1.05893, -3.08142], [5.48106, 0.09438, -4.24100], [6.97203, 0.53304, -8.76195], [8.59143, -0.09243, -8.30679], [8.41154, 1.54246, -8.96229], [3.10445, -7.53581, 6.77821], [4.18389, -6.92240, 5.90610], [3.70076, -5.76479, 5.21304], [3.55405, -4.65966, 5.95668], [3.79463, -4.55648, 7.13222], [3.06904, -3.68809, 5.16564], [2.75807, -2.48187, 5.86403], [2.21499, -7.75696, 6.18344], [3.46429, -8.45679, 7.23931], [2.79778, -6.85217, 7.57017], [4.48163, -7.63987, 5.13957], [5.07869, -6.67229, 6.48087], [3.62079, -2.11593, 6.42221], [1.90895, -2.64473, 6.52841], [2.48158, -1.73091, 5.12390], [0.95880, -0.85810, -7.74749], [-0.31392, -0.18909, -8.22041], [-0.04115, 0.85506, -9.16306], [0.30037, 0.45277, -10.39418], [0.38888, -0.68837, -10.77049], [0.54861, 1.54565, -11.13490], [1.03409, 1.25169, -12.44443], [1.65273, -0.11632, -7.34385], [0.73247, -1.59427, -6.97415], [1.47375, -1.36359, -8.56462], [-0.80599, 0.28193, -7.36717], [-1.01840, -0.90784, -8.64605], [0.35480, 0.58389, -12.97597], [2.03234, 0.81748, -12.38254], [1.09644, 2.19038, -12.99441], [-5.96602, 4.56178, 9.02049], [-4.87509, 5.16237, 8.15293], [-5.34709, 6.32447, 7.45667], [-5.48757, 7.43064, 8.19757], [-5.24986, 7.53417, 9.37439], [-5.96180, 8.40595, 7.40345], [-6.26396, 9.61460, 8.09928], [-6.85511, 4.34933, 8.42118], [-5.61907, 3.63834, 9.48485], [-6.27021, 5.24991, 9.80982], [-4.58142, 4.44060, 7.39012], [-3.98048, 5.40398, 8.73095], [-5.39962, 9.97344, 8.65982], [-7.11623, 9.45977, 8.76153], [-6.53164, 10.36713, 7.35791]], "atomic_forces_ev_per_a": [[-0.209, -0.497, 0.170], [2.574, 0.248, -1.919], [-1.532, -0.639, 1.296], [-0.945, 1.180, 0.308], [1.658, -1.184, -0.013], [-0.998, 0.479, 0.176], [0.871, -0.189, 0.549], [0.220, 0.816, -0.551], [0.048, 0.140, 1.036], [-0.206, 0.132, 0.156], [-2.255, 0.194, -0.146], [-0.669, 0.231, -0.163], [0.824, 0.211, -0.762], [1.218, -1.046, -0.844], [-1.067, 0.934, 0.274], [0.623, 0.684, -0.182], [0.088, 0.962, 0.605], [0.852, -0.381, -1.460], [-0.418, -0.751, -0.294], [-0.412, -0.106, 0.610], [0.652, -1.368, -1.149], [-0.002, -1.401, -0.056], [0.986, 0.861, 0.712], [-0.377, -0.427, 1.283], [-1.436, -0.348, 0.115], [0.276, -0.563, 1.116], [0.202, 0.690, -0.918], [-1.415, -0.060, 0.761], [0.689, -0.122, -0.041], [-1.209, -0.493, -0.516], [-0.497, 1.176, 0.785], [0.890, 0.868, -0.536], [1.396, 0.079, 0.416], [0.107, 0.907, -1.069], [-1.020, -0.829, 0.303], [-0.117, 0.373, -1.442], [1.090, 0.142, -1.025], [0.189, 0.811, 1.408], [-0.663, -1.678, 1.002], [0.268, 0.014, 0.034], [-0.221, -0.555, 0.056], [0.200, 0.229, -0.209], [0.049, 0.071, 0.208], [-0.109, 0.156, 0.062], [-0.303, -0.283, -0.028], [0.387, 0.160, -0.253], [-0.162, -0.015, -0.026], [-0.017, 0.062, 0.019], [-0.101, -0.002, -0.097], [0.180, 0.263, -0.032], [0.194, 0.047, 0.038], [-0.031, -0.130, 0.127], [-0.059, -0.071, -0.121], [-0.261, -0.028, 0.146], [-0.156, -0.181, -0.099], [-0.351, 0.567, 0.125], [0.316, -0.405, -0.187], [-0.091, -0.062, 0.196], [0.211, -0.088, 0.143], [-0.020, 0.369, 0.058], [-0.011, -0.305, -0.330], [0.105, 0.139, 0.066], [0.047, -0.041, 0.033], [0.095, 0.106, -0.047], [0.060, -0.263, -0.070], [-0.097, -0.170, -0.083], [-0.135, 0.051, 0.109], [0.025, 0.137, -0.101], [0.073, 0.155, 0.238], [0.135, -0.117, -0.174], [-0.107, -0.414, 0.425], [-0.048, 0.142, -0.382], [0.188, 0.094, 0.173], [0.032, 0.253, 0.005], [-0.225, -0.165, 0.255], [0.059, -0.003, -0.414], [-0.112, 0.054, 0.115], [0.013, 0.064, 0.010], [-0.132, 0.031, 0.023], [0.116, 0.172, -0.256], [0.136, -0.034, -0.157], [0.086, -0.109, 0.131], [-0.158, -0.060, -0.013], [-0.020, 0.083, 0.281], [-0.191, 0.181, 0.074], [0.066, -0.473, 0.356], [0.032, 0.397, -0.072], [-0.137, -0.173, -0.145], [0.016, 0.042, -0.257], [0.165, -0.274, 0.142], [-0.080, 0.424, 0.048], [0.121, -0.109, -0.039], [-0.002, 0.012, -0.064], [0.140, -0.025, 0.004], [-0.081, 0.281, -0.149], [-0.154, 0.138, 0.025], [-0.107, -0.147, 0.056], [0.136, 0.000, 0.099], [0.044, -0.255, -0.123], [0.217, -0.033, -0.118], [0.021, -0.418, 0.359], [-0.065, 0.147, -0.374], [0.078, 0.148, 0.221], [-0.093, 0.237, 0.008], [-0.117, -0.267, 0.213], [0.076, 0.062, -0.395], [-0.112, -0.012, 0.099], [0.030, 0.030, 0.002], [-0.128, -0.053, 0.024], [0.003, 0.241, -0.245], [0.145, 0.053, -0.133], [0.120, -0.061, 0.134], [-0.104, -0.131, -0.032], [-0.079, 0.039, 0.278], [-0.208, 0.180, 0.093], [0.045, -0.524, 0.364], [0.021, 0.470, -0.040], [-0.126, -0.257, -0.185], [0.009, 0.079, -0.245], [0.166, -0.236, 0.170], [-0.059, 0.385, 0.043], [0.107, -0.092, -0.049], [0.040, 0.048, -0.071], [0.127, -0.016, -0.002], [-0.063, 0.296, -0.123], [-0.145, 0.105, 0.006], [-0.111, -0.142, 0.063], [0.136, 0.003, 0.103], [0.045, -0.260, -0.118]]}

---

No. 3
{"formula": "CHNO2P", "method": "the ωB97M-V functional and the def2-TZVPD basis", "total_charge": -1, "relative_energy_ev": 0.367, "species": ["N", "C", "P", "O", "O", "H"], "xyz": [[-1.80504, -1.06975, -0.52022], [-1.14553, -0.27638, 0.00979], [0.13612, 0.85522, 0.66911], [0.57954, 1.55068, -0.75771], [1.11146, -0.46921, 0.79155], [1.12345, -0.59056, -0.19252]], "atomic_forces_ev_per_a": [[0.170, 0.464, 0.430], [-1.478, -0.829, -0.886], [0.918, 2.973, -3.004], [-1.075, -1.785, 3.752], [0.655, -0.174, -1.049], [0.811, -0.650, 0.756]]}

---

Per-record LUMO energy, eV: 4.0, -0.7, 4.6
Per-record E_tot, eV: -52837.048, -87049.434, -15928.854
Per-record HOMO energy, hartree: -0.0036, -0.3504, -0.1456